## one
Here is one molecule with the formula C5H9N3O from the OMol25 dataset. Energies are from wB97M-V/def2-TZVPD.

E_HOMO ... -8.0 eV
Spin multiplicity ... 1
Orbital gap ... 8.45 eV
Total charge ... 0

Last column: Mulliken charge in e.
CARTESIAN COORDINATES (ANGSTROEM)
C: -2.07194 -0.10308 0.45769  -1.3266
C: 1.20181 0.22394 0.39111  -0.0040
C: 0.18175 0.94696 -0.06712  0.0418
C: -0.91339 -0.06269 -0.54922  1.1141
N: 2.14314 0.34977 1.32244  -0.4993
N: 0.07949 2.25274 -0.43149  -0.4941
C: 0.62750 -2.14319 -0.83024  -0.2788
N: 0.31902 -1.27690 0.04529  -0.3156
O: -1.18832 -0.06298 -1.77913  -0.7438
H: 2.89523 -0.32754 1.26844  0.2611
H: 1.82298 0.50774 2.27346  0.2311
H: 0.93377 2.78962 -0.35051  0.2362
H: -0.45643 2.34677 -1.29189  0.2572
H: -2.53618 -1.08864 0.39566  0.3236
H: -1.76802 0.06764 1.49311  0.3428
H: -2.80441 0.65605 0.17804  0.3314
H: -0.11803 -2.61501 -1.47888  0.2667
H: 1.65202 -2.46122 -1.04676  0.2560



## two
Here is a 2-piece molecular cluster, C5H9N3O overall from the OMol25 dataset. Energies are from wB97M-V/def2-TZVPD.

E_HOMO ... -9.4 eV
SMILES string ... [H]/N=C\C(C)=O.CN=C=N
Spin multiplicity ... 1
Orbital gap ... 9.91 eV
Total charge ... 0

Last column: Mulliken charge in e.
CARTESIAN COORDINATES (ANGSTROEM)
C: -2.34569 -0.22822 -1.02442  -0.8287
C: 1.75266 -0.58395 1.57281  -1.2593
N: -1.34539 0.08524 -0.04672  -0.2897
C: -1.00187 1.10751 0.52025  0.5786
C: 1.47463 0.04677 0.23951  0.6340
C: 0.66721 -0.85436 -0.75873  0.0816
N: -0.80333 2.05053 1.24875  -0.6167
N: 0.73314 -0.67762 -2.01288  -0.7351
O: 1.85263 1.14886 -0.08997  -0.5463
H: -0.03591 2.69809 1.16023  0.2998
H: 0.96071 0.28559 -2.27070  0.2662
H: 0.44036 -1.85037 -0.39152  0.4397
H: -1.84432 -0.43674 -1.97321  0.3003
H: -2.86679 -1.12870 -0.69767  0.2669
H: -3.06099 0.58410 -1.16307  0.3715
H: 0.80471 -0.78535 2.07207  0.3096
H: 2.26078 -1.53616 1.42355  0.3835
H: 2.35745 0.07479 2.19169  0.3440



## three
Here is one molecule with the formula C5H9N3O from the OMol25 dataset. Energies are from wB97M-V/def2-TZVPD.

E_HOMO ... -8.4 eV
SMILES string ... C=NO/C=N\N1C[C@@H]1C
Spin multiplicity ... 1
Orbital gap ... 9.35 eV
Total charge ... 0

Last column: Mulliken charge in e.
CARTESIAN COORDINATES (ANGSTROEM)
C: -0.18770 -1.85999 1.35306  -1.3848
C: 0.85422 -0.77907 1.07360  -0.0266
C: 2.26402 -1.08549 0.59771  -0.3104
C: 0.44194 1.70276 -0.72578  0.0835
C: -2.78035 1.57924 -1.73393  -0.2579
H: -1.20159 -1.44958 1.59382  0.2970
H: -0.34139 -2.39450 0.41348  0.3519
H: 0.18161 -2.55179 2.17048  0.2990
H: 0.80299 0.12596 1.66064  0.4775
H: 3.12946 -0.62336 0.96107  0.3617
H: 2.51233 -2.21673 0.32429  0.1672
H: 0.51936 2.77765 -0.95899  0.4511
H: -3.46730 2.31869 -2.17373  0.2879
H: -3.15299 0.57169 -1.55712  0.2839
N: 1.32791 -0.33492 -0.21152  0.0833
N: 1.50741 1.04506 -0.36805  -0.6276
N: -1.61555 2.09315 -1.44119  -0.5083
O: -0.79438 1.08125 -0.97784  -0.0286



What should be chosen as the least stable of them? Choose three.



## one
Here is one molecule with the formula C10H10N2O2 from the OMol25 dataset. Energies are from wB97M-V/def2-TZVPD.

E_HOMO ... -8.4 eV
SMILES string ... COc1cc(N)ccc1-c1cnco1
Spin multiplicity ... 1
Orbital gap ... 8.94 eV
Total charge ... 0

Last column: Mulliken charge in e.
CARTESIAN COORDINATES (ANGSTROEM)
C: 2.29444 -1.24544 -0.92526  -0.6632
C: 0.69587 -0.47951 0.56654  0.4622
C: 0.47644 -1.11342 1.83246  -0.6553
C: -0.85826 -1.36758 2.48246  0.4509
C: -1.77648 -0.73061 1.98188  -0.5852
C: -1.63712 -0.04524 0.74020  -0.3265
C: -0.49636 0.10657 -0.00624  0.6177
C: -0.30697 1.06712 -1.10506  0.2391
C: -0.60432 2.37346 -1.27139  -0.4517
C: 0.48622 1.85319 -2.99748  -0.1544
H: 3.41142 -1.09025 -1.15238  0.2040
H: 2.03072 -2.30549 -0.45313  0.2841
H: 1.66568 -1.13736 -1.79426  0.2929
H: 1.23090 -1.78398 2.13428  0.3925
H: -1.93004 -2.37126 3.93744  0.2406
H: -0.58849 -3.52016 3.06833  0.2704
H: -2.78097 -1.02128 2.27200  0.2428
H: -2.64520 0.21839 0.07270  0.1751
H: -1.00662 2.97032 -0.48689  0.4496
H: 0.88731 1.80679 -3.97573  0.3987
N: -0.98776 -2.45280 3.37225  -0.5742
N: -0.25822 2.90682 -2.52468  -0.5557
O: 1.94306 -0.37826 0.05894  -0.4810
O: 0.40775 0.69636 -2.22693  -0.2733



## two
Here is a 2-piece molecular cluster, C10H10N2O2 overall from the OMol25 dataset. Energies are from wB97M-V/def2-TZVPD.

E_HOMO ... -8.9 eV
SMILES string ... O=c1cc[nH]c(=O)[nH]1.c1ccccc1
Spin multiplicity ... 1
Orbital gap ... 9.35 eV
Total charge ... 0

Last column: Mulliken charge in e.
CARTESIAN COORDINATES (ANGSTROEM)
C: -4.19447 0.37740 -0.56864  -0.2892
C: -3.69557 0.76025 0.64711  -0.0825
C: -2.55843 0.20920 1.25334  -0.4537
C: -1.98413 -0.86962 0.57475  -0.0434
C: -2.55207 -1.37208 -0.51580  -0.2080
C: -3.51700 -0.70952 -1.20797  -0.4629
C: 1.69146 0.22644 0.14955  0.5359
C: 2.35154 1.53548 -0.11419  -0.7000
C: 3.68547 1.54120 -0.41556  -0.2125
C: 3.95185 -0.83477 0.12763  0.2762
H: -5.08496 0.89732 -1.07146  0.2840
H: -4.47886 1.46858 1.24059  0.1609
H: -2.19900 0.65611 2.25691  0.2741
H: -1.04022 -1.30027 0.99259  0.2405
H: -2.20581 -2.40644 -0.75601  0.2718
H: -3.94960 -1.27138 -2.01649  0.3310
H: 2.22802 -1.80504 0.45477  0.1960
H: 1.67164 2.33650 -0.18326  0.4297
H: 4.21334 2.45182 -0.62850  0.4093
H: 5.46389 0.33824 -0.66900  0.2797
N: 2.56073 -0.88667 0.24766  -0.0635
N: 4.42513 0.34999 -0.50424  -0.1594
O: 0.53904 0.07680 0.38780  -0.4404
O: 4.67798 -1.76954 0.31844  -0.5735



## three
Here is a 2-piece molecular cluster, C10H10N2O2 overall from the OMol25 dataset. Energies are from wB97M-V/def2-TZVPD.

E_HOMO ... -8.6 eV
SMILES string ... O=c1cc[nH]c(=O)[nH]1.c1ccccc1
Spin multiplicity ... 1
Orbital gap ... 8.57 eV
Total charge ... 0

Last column: Mulliken charge in e.
CARTESIAN COORDINATES (ANGSTROEM)
C: 0.71301 0.91865 1.38775  0.6228
C: -0.00263 2.12666 1.83316  -0.8513
C: 0.70776 3.33667 1.91667  0.0059
C: 2.71315 2.45297 1.29433  0.2894
C: -0.07050 -1.95230 -1.81734  -0.3654
C: -0.79586 -1.04358 -1.17542  0.1071
C: -2.11907 -1.20283 -1.00577  0.0202
C: -2.77615 -2.37179 -1.45957  -0.7045
C: -2.00884 -3.34974 -1.85948  0.0734
C: -0.58548 -3.25939 -2.09870  -0.5846
H: 2.77789 0.25805 1.14889  0.3261
H: -0.97469 2.10157 2.10247  0.5237
H: 0.20464 4.18902 2.44938  0.3191
H: 2.38119 4.37952 1.59348  0.1319
H: 0.95954 -1.78911 -2.13362  0.3211
H: -0.21530 -0.29570 -0.61281  0.1191
H: -2.67338 -0.31166 -0.58445  0.2484
H: -3.79637 -2.65085 -1.20883  0.3073
H: -2.55820 -4.40727 -1.97121  0.1618
H: -0.13338 -4.13122 -2.64759  0.3286
N: 2.11638 1.16266 1.17807  -0.0976
N: 1.92676 3.56171 1.54276  0.0045
O: 0.29717 -0.23837 1.02305  -0.7015
O: 3.91236 2.51632 1.10479  -0.6054



## four
Here is a 2-piece molecular cluster, C10H10N2O2 overall from the OMol25 dataset. Energies are from wB97M-V/def2-TZVPD.

E_HOMO ... -8.4 eV
SMILES string ... O=c1cc[nH]c(=O)[nH]1.c1ccccc1
Spin multiplicity ... 1
Orbital gap ... 7.96 eV
Total charge ... 0

Last column: Mulliken charge in e.
CARTESIAN COORDINATES (ANGSTROEM)
C: -1.28957 0.10791 -0.46623  -0.2088
C: -2.34603 0.45154 0.40323  -0.9781
C: -2.34536 -0.27325 1.66297  -0.4553
C: -1.36826 -1.21958 2.10601  -0.4416
C: -0.19801 -1.26980 1.28621  -0.2567
C: -0.24239 -0.63221 0.13743  -0.2724
C: 1.59101 -0.04796 -2.03275  0.7883
C: 0.70109 1.07798 -1.99679  -0.6919
C: 0.52308 1.68101 -0.77694  -0.2495
C: 1.86822 0.02664 0.39761  0.1010
H: -1.20665 0.34061 -1.54660  0.6276
H: -3.07886 1.00519 0.09006  0.6335
H: -3.47603 -0.41042 2.09222  0.1657
H: -1.67971 -1.86978 3.03676  0.2644
H: 0.59045 -1.95986 1.74382  0.2998
H: 0.49840 -0.74359 -0.81877  0.6246
H: 2.76581 -1.47052 -0.74744  0.3162
H: 0.37610 1.33799 -3.02223  0.3752
H: -0.21251 2.57098 -0.74425  0.2718
H: 1.02673 1.73049 1.15415  0.3597
N: 2.07408 -0.65217 -0.77808  -0.1086
N: 0.97446 1.03052 0.38533  0.0841
O: 2.01273 -0.55434 -3.01944  -0.5980
O: 2.44123 -0.25739 1.45371  -0.6511



What should be chosen as the least stable of them? Choose four.